A structure of composition C3H3KO3 at a distorted geometry, computed with ωB97M-V with the def2-TZVPD basis set.

The geometry in ORCA input format:
```
! RIJCOSX wB97M-V def2-TZVPD def2/J DEFGRID3
* xyz 1 2
H -0.92701 -1.41416 -1.71233
C -0.82842 -1.59587 -0.63607
C -1.09028 -0.63382 0.23994
O -1.57165 0.58607 -0.00983
K -0.17861 2.67256 -1.10238
O 1.96911 1.55609 0.35849
H -0.34713 -2.51625 -0.30732
O 2.96595 -0.10902 1.61300
H -2.33484 0.80272 0.54886
C 2.34288 0.65169 1.00762
*
```

Computed properties:
- E_LUMO (spin up / spin down) (eV) = -3.9 / -4.3
- ⟨S²⟩ = 0.761
- gap between HOMO and LUMO (spin up / spin down) (eV) = 9.005 / 9.060
- electronic energy (eV) = -25619.6557
- molecular weight (g mol⁻¹) = 126.15

Atom charges from the Mulliken analysis, given in e for atoms 1 to 2:
1. H 0.235
2. C -0.519

=====

A structure of composition C3H3LiO3Rb at a distorted geometry, computed with ωB97M-V with the def2-TZVPD basis set.

The geometry in ORCA input format:
```
! RIJCOSX wB97M-V def2-TZVPD def2/J DEFGRID3
* xyz 0 2
O 3.09525 -0.79789 0.12688
C 3.33590 0.36161 0.46405
H -1.80721 -1.85571 0.36543
C -1.57702 0.11131 -0.40871
C -2.28773 -1.00217 -0.12421
H -3.33668 -1.06809 -0.41551
O -0.30129 0.30045 -0.14800
Rb 1.11460 2.68854 0.98959
O 2.58685 1.34058 0.51462
Li 1.27657 -1.03879 -0.47798
H -2.09924 0.96015 -0.88617
*
```

Computed properties:
- E_LUMO (spin up / spin down) (eV) = -0.4 / -0.5
- ⟨S²⟩ = 0.753
- gap between HOMO and LUMO (spin up / spin down) (eV) = 6.606 / 6.543
- electronic energy (eV) = -10161.3657
- molecular weight (g mol⁻¹) = 179.46

Atom charges from the Mulliken analysis, given in e for atoms 1 to 2:
1. O -0.676
2. C 0.237

=====

A structure of composition C3H3LiO4Tb at a distorted geometry, computed with ωB97M-V with the def2-TZVPD basis set.

The geometry in ORCA input format:
```
! RIJCOSX wB97M-V def2-TZVPD def2/J DEFGRID3
* xyz 1 7
C 3.71105 -0.78442 0.52073
C 0.06883 -0.42019 -0.26991
O 2.41501 -0.88398 -0.08664
O -0.84294 0.31347 0.25104
O -0.02721 -1.19014 -1.20521
Li -0.17438 1.41117 1.70555
H 3.64181 -1.04409 1.58331
O 1.57672 0.66879 1.28241
C 1.45780 -0.14672 0.38134
H 4.09722 0.23482 0.40518
Tb -3.31193 0.83482 -0.67150
H 4.34169 -1.49965 -0.01131
*
```

Computed properties:
- E_LUMO (spin up / spin down) (eV) = -4.1 / -3.8
- ⟨S²⟩ = 12.628
- gap between HOMO and LUMO (spin up / spin down) (eV) = 9.312 / 5.926
- electronic energy (eV) = -33982.4554
- molecular weight (g mol⁻¹) = 268.92

Atom charges from the Mulliken analysis, given in e for atoms 1 to 2:
1. C -0.614
2. C 0.916

=====

What did we get for relative energy (zero: lowest compared OMol25 entry of this formula, charge and spin)? Answer: 0.8004; 0.0000; 0.0000 eV, in the order shown.